Record 1
76
Properties=species:S:1:pos:R:3 method="wB97M-V/def2-TZVPD" gap_ev=8.91 smiles="CCOC(=O)CCCN(P(O)Br)S(=O)(=O)F.COCCNCCOC.COCCNCCOC" spin_multiplicity=1 lumo_ev=0.20 total_charge=0
C 0.02695 -1.67120 -0.96072
C 1.09865 -2.62552 -0.50277
O 2.04933 -1.90739 0.30453
C 3.11772 -2.59868 0.72927
O 3.38300 -3.72184 0.38716
C 3.92128 -1.79025 1.72069
C 3.94764 -2.49546 3.09295
C 3.99229 -1.40704 4.15729
N 4.05442 -1.87272 5.58728
P 3.86267 -0.60151 6.80396
O 4.90024 0.40746 6.04846
Br 1.90065 0.41684 6.31760
S 3.05813 -3.19065 5.80445
O 3.75036 -4.36769 5.44196
O 1.73418 -2.93908 5.36721
F 3.03121 -3.13984 7.37037
H 0.45680 -0.83655 -1.51087
H -0.57458 -1.30210 -0.13372
H -0.63337 -2.20175 -1.64617
H 0.66909 -3.43219 0.09105
H 1.60163 -3.09025 -1.34843
H 4.92541 -1.66358 1.32231
H 3.45168 -0.81337 1.82727
H 3.06598 -3.12466 3.18040
H 4.83662 -3.11683 3.15817
H 3.16166 -0.71409 4.02901
H 4.90766 -0.84451 4.00951
H 4.82382 1.29190 6.42459
C -0.45151 6.19655 2.37260
O 0.79878 5.70648 1.93465
C 1.62823 5.20459 2.97468
C 1.88286 3.72716 2.78059
N 0.66383 2.96148 2.98985
C 0.77095 1.54779 2.64852
C 1.00211 1.17710 1.18830
O -0.08641 1.49656 0.34151
C -0.06687 2.79099 -0.22403
H -0.96218 6.59918 1.49983
H -1.07101 5.40787 2.81381
H -0.33023 6.99744 3.10907
H 1.16944 5.38583 3.95111
H 2.58003 5.74277 2.93871
H 2.63591 3.39736 3.50345
H 2.30517 3.59276 1.77396
H -0.07791 3.37701 2.44003
H -0.15170 1.05897 2.97122
H 1.58142 1.11386 3.24620
H 1.12953 0.09298 1.14773
H 1.92661 1.61711 0.79135
H 0.95609 3.13429 -0.40494
H -0.57617 3.53001 0.40193
H -0.59180 2.74032 -1.17873
C -6.25518 -2.77237 -6.23254
O -5.02241 -2.31026 -6.74428
C -4.99044 -0.91678 -7.02680
C -3.96924 -0.22499 -6.15305
N -4.39490 -0.23003 -4.76121
C -3.39477 0.25287 -3.81747
C -2.12173 -0.56673 -3.65184
O -2.33220 -1.83956 -3.06860
C -2.62981 -2.88790 -3.97251
H -6.16932 -3.85080 -6.11313
H -6.49091 -2.32523 -5.26038
H -7.07818 -2.55985 -6.92240
H -5.97955 -0.47359 -6.87946
H -4.71168 -0.78956 -8.07679
H -3.85791 0.81126 -6.48582
H -3.00488 -0.73065 -6.30720
H -4.65903 -1.17386 -4.50749
H -3.87137 0.32415 -2.83685
H -3.11129 1.27015 -4.10701
H -1.47142 -0.02374 -2.95997
H -1.56791 -0.67267 -4.59274
H -2.13686 -2.73812 -4.93683
H -3.70452 -3.00147 -4.13927
H -2.26080 -3.81418 -3.53059

Record 2
17
Properties=species:S:1:pos:R:3 method="wB97M-V/def2-TZVPD" gap_ev="4.99 / 5.51" spin_multiplicity=2 lumo_ev="-17.94 / -17.97" total_charge=+3
O 2.66651 0.59535 -0.02755
C 2.80524 -0.62538 0.04960
H 3.82564 -1.00820 0.21775
H 0.83811 -1.19923 0.59385
C 1.71127 -1.60154 -0.00282
H 1.39449 -1.82900 -1.02388
H 2.04988 -2.51121 0.52019
C -1.16226 1.31362 0.57873
C -2.45590 1.50893 -0.15659
O -2.79663 0.16019 -0.50579
C -1.90816 -0.69995 -0.04099
O -0.92942 0.00403 0.65784
O -1.92636 -1.88166 -0.09266
F -0.06662 2.00026 0.03412
H -2.32926 2.11233 -1.06320
H -3.24643 1.92768 0.47696
Al 1.52989 1.73380 -0.21555

Record 3
79
Properties=species:S:1:pos:R:3 method="wB97M-V/def2-TZVPD" de_lowest_ev=0.308 gap_ev=5.56 spin_multiplicity=1 lumo_ev=2.41 total_charge=-1
C 3.68428 -0.31216 -2.66990
C 2.45469 0.34311 -3.22046
H 4.45493 -0.44985 -3.43858
H 3.41670 -1.28940 -2.22998
H 4.10723 0.30416 -1.85903
C 2.19259 0.47424 -4.52848
C 2.99203 -0.20565 -5.58508
H 1.34693 1.06347 -4.88478
H 3.41447 -1.16067 -5.24099
H 3.83495 0.40013 -5.94654
H 2.35238 -0.42179 -6.44861
Ca -1.03812 -0.80461 1.65263
Cl 0.57932 1.33739 1.54579
Cl -1.15262 -2.81961 3.31691
H -2.85705 -0.47582 6.61479
H -0.08857 0.35031 7.30326
C -2.28167 -1.00346 5.84679
C 0.04030 -0.37406 6.48936
N -1.05382 -0.28158 5.54116
H -2.86786 -1.11531 4.93541
C -0.94272 0.47007 4.45099
O -1.81231 0.47683 3.53432
H 0.99071 -0.17423 5.98083
H -0.01520 1.07280 4.36069
H -2.00915 -1.98702 6.22682
H 0.05208 -1.37929 6.91350
H 0.78674 -3.00801 -2.22847
H -0.63850 -1.68425 -4.39580
C -0.20310 -3.49289 -2.20008
C -1.46317 -2.27487 -3.96559
N -1.25891 -2.55411 -2.54968
H -0.39912 -3.88893 -1.19847
C -1.87217 -1.81045 -1.61093
O -1.67892 -1.89327 -0.38141
H -2.40748 -1.73290 -4.08807
H -2.59135 -1.07661 -2.02017
H -0.23220 -4.29085 -2.95182
H -1.50946 -3.22850 -4.50387
O 0.99559 -0.63013 -1.91508
C 1.39391 0.61836 -2.14605
C -0.75328 1.29552 -3.33894
C 0.27704 1.63414 -2.47167
H -0.81992 0.27217 -3.72272
C -1.68474 2.26760 -3.71957
H 1.92173 1.07882 -1.28371
C 0.31613 2.89904 -1.88455
H -2.50270 1.99031 -4.39025
C -1.56603 3.57680 -3.23155
C -0.57714 3.89318 -2.28963
H 1.04207 3.06674 -1.09309
H -2.26258 4.33826 -3.60824
H -0.47489 4.90111 -1.87247
Si 2.59688 -2.71660 1.93509
Cl 1.25541 -1.77620 0.54751
C 1.83792 -4.40790 2.18816
C 2.58148 -1.68290 3.49245
C 4.33436 -2.93442 1.28459
H 0.95832 -4.54311 1.54665
H 1.49607 -4.52330 3.22454
H 2.56359 -5.19827 1.95278
H 4.35758 -3.68521 0.48839
H 4.98182 -3.28150 2.10266
H 4.75503 -2.00654 0.88508
H 2.26090 -0.64559 3.31451
H 3.58387 -1.65705 3.95170
H 1.87709 -2.14099 4.20500
C -3.90197 4.18335 -0.93065
N -3.32865 3.87155 0.36686
C -3.43202 4.69176 1.46481
C -2.76613 4.07185 2.48153
N -2.31023 2.87222 1.98616
C -2.62042 2.73084 0.66397
S -2.18490 1.51976 -0.40779
H -3.19072 4.75416 -1.53278
H -4.15181 3.25988 -1.44948
H -4.79706 4.79085 -0.76464
H -3.98961 5.60955 1.42375
H -2.59936 4.40408 3.48566
H -1.79945 2.13546 2.49459

Record 4
17
Properties=species:S:1:pos:R:3 method="wB97M-V/def2-TZVPD" de_lowest_ev=4.103 gap_ev=8.37 smiles="[NH3+]N1C=NC(O)=C[C@@H]1O" spin_multiplicity=1 lumo_ev=-4.26 total_charge=+1
N 2.09471 -1.02851 -0.25268
N 0.71954 -0.65156 0.35398
C -0.31062 -1.53316 0.10460
N -1.55254 -1.25042 -0.02989
C -1.97850 0.09983 -0.00689
O -3.24760 0.28479 -0.14099
C -1.04590 1.06022 0.15277
C 0.41332 0.79980 0.48042
O 1.36536 1.52255 -0.35080
H 2.82230 -1.56643 0.27737
H 2.47541 -0.07395 -0.60703
H 1.86660 -1.49585 -1.07290
H -0.00241 -2.57121 -0.03372
H -3.65810 1.01500 0.26843
H -1.31983 2.12594 0.15852
H 0.49936 1.04072 1.50283
H 0.85890 2.22222 -0.80401

| no. | E_tot (eV) |
| --- | --- |
| 1 | -135127.6125 |
| 2 | -22745.9659 |
| 3 | -112399.7373 |
| 4 | -12833.1679 |